67
Properties=species:S:1:pos:R:3 method="wB97M-V/def2-TZVPD" e_tot_ha=-2979.2736 gap_ev=7.34 spin_multiplicity=1 total_charge=-1 e_homo_ev=-4.840
H -3.67 -6.73 2.15
F 6.29 1.49 -2.69
C -0.35 4.91 -0.67
F 2.46 -0.40 -4.66
F -0.24 5.55 0.53
O 0.61 -1.74 0.47
C 0.48 2.34 2.42
H 3.12 2.05 1.35
H -5.12 -5.97 2.82
F -0.30 6.00 -4.15
H -2.12 -4.88 2.16
Y -0.09 0.27 -0.13
C -0.52 3.05 -2.07
C -4.99 -4.01 0.61
C -2.83 -4.28 1.60
C 5.02 1.06 -2.59
C -0.30 5.72 -1.79
C -0.35 5.20 -3.07
H -1.44 -2.66 1.29
C 2.89 1.00 1.18
C -4.53 -6.11 1.91
C -0.46 3.82 -3.20
H -5.29 -2.15 -0.46
C -0.48 3.50 -0.73
H -0.79 3.96 1.83
H 0.19 0.30 4.19
H 1.37 2.84 2.05
H 2.97 -2.08 -0.19
F -0.18 7.05 -1.63
S -2.87 -0.69 -0.22
H 2.01 -0.64 2.25
O -4.07 -0.05 -0.67
F -0.63 1.69 -2.23
F -0.51 3.27 -4.41
H -1.23 0.49 3.14
H 2.35 -2.73 -1.72
H -5.15 -6.65 1.19
C -4.62 -2.77 0.12
H 2.44 0.75 3.28
H 3.84 0.46 1.25
C 3.02 0.75 -1.20
N 2.25 0.78 -0.10
C -3.34 -2.30 0.38
H -0.18 -0.91 2.94
F 5.06 0.45 -4.89
C 3.09 0.12 -3.60
N -0.53 2.57 0.22
C -2.44 -3.04 1.12
O -2.19 -0.02 0.93
C 0.95 -2.85 -0.10
C -0.20 0.15 3.18
O 0.24 -3.84 -0.21
H 0.38 2.57 3.49
C -0.71 2.89 1.63
H -5.99 -4.39 0.41
C 4.41 0.54 -3.72
C 4.36 1.16 -1.38
H -1.63 2.41 1.98
C -4.10 -4.77 1.36
C 2.45 0.23 -2.39
F 5.04 1.75 -0.37
F 1.16 -0.22 -2.30
H 2.83 -3.85 -0.45
C 2.38 -2.88 -0.64
C 2.02 0.45 2.31
N 0.61 0.89 2.20
O -1.82 -0.86 -1.26